[1]
The following is a quantum chemistry calculation of a molecular structure, C29H37Br4N11O4Sr, from OMol25.

```
86
Properties=species:S:1:pos:R:3:forces:R:3
Sr 0.5652 -0.6892 0.8774 0.0349 -0.0177 0.0129
O -3.9194 -0.2945 -0.5316 -0.0363 -0.0636 0.0473
C -4.3930 0.4138 0.5136 0.0007 -0.0019 0.0103
C -5.7757 0.4510 0.7041 0.0069 -0.0192 -0.0044
C -6.3141 1.1532 1.7629 -0.0028 0.0088 -0.0079
C -5.4880 1.8385 2.6513 -0.0038 0.0039 -0.0001
C -4.1212 1.8131 2.4584 0.0026 0.0077 -0.0007
C -3.5480 1.1079 1.3975 -0.0132 -0.0333 -0.0417
C -2.0745 1.0983 1.1848 -0.0120 0.0625 0.0459
O -1.6117 0.3705 0.2343 0.0646 -0.0935 0.1390
N -1.3604 1.8617 1.9946 -0.0129 0.0590 -0.0226
N -0.0262 1.8311 1.6608 0.0123 -0.0183 0.0276
C 0.7460 2.5926 2.3316 -0.0283 -0.0482 -0.0526
C 2.1808 2.6288 1.9881 0.0304 -0.0293 0.0057
C 3.1435 2.8445 2.9649 -0.0025 0.0014 0.0024
C 4.4810 2.7527 2.6162 -0.0032 0.0052 0.0123
C 4.8157 2.4709 1.3039 0.0084 -0.0100 0.0154
C 3.7894 2.3097 0.3876 -0.0163 0.0398 -0.0235
N 2.5025 2.3946 0.7099 0.0054 0.0251 0.0306
H -2.9292 -0.2593 -0.4355 0.0018 0.1257 -0.0963
H -6.4013 -0.0875 0.0042 -0.0038 0.0007 0.0038
H -7.3885 1.1705 1.8991 0.0007 -0.0006 -0.0020
H -5.9127 2.3921 3.4780 0.0016 -0.0037 0.0010
H -3.4563 2.3480 3.1224 0.0050 -0.0030 -0.0022
H 0.3609 3.1937 3.1555 0.0166 0.0210 0.0001
H 2.8436 3.0425 3.9858 -0.0071 0.0001 -0.0008
H 5.2523 2.8780 3.3646 0.0031 0.0046 -0.0022
H 5.8450 2.3577 0.9945 -0.0038 -0.0002 -0.0065
H 4.0130 2.0923 -0.6519 0.0017 -0.0050 0.0044
N -1.9415 2.3232 -2.1022 -0.0456 0.0075 -0.0188
C -1.3888 2.9885 -3.2869 -0.0040 -0.0022 -0.0228
C -0.0486 3.6173 -2.8920 -0.0005 0.0059 -0.0116
C 1.0443 2.5743 -2.6797 0.0119 -0.0193 -0.0187
N 0.7477 1.7375 -1.4792 0.0865 0.0156 0.0068
C 1.2088 1.6972 -3.9144 -0.0267 -0.0208 0.0298
C -0.0836 0.9985 -4.3393 0.0195 0.0184 0.0034
N -0.4268 -0.0507 -3.3770 0.0389 0.0138 0.0415
C -1.2210 2.0175 -4.4627 -0.0019 0.0044 0.0050
H -2.3957 2.9825 -1.4817 -0.0076 0.0073 0.0001
H -0.2766 1.5925 -1.4099 -0.0664 0.0129 -0.0157
H -2.6077 1.5966 -2.3308 0.0033 -0.0140 0.0031
H -2.0466 3.7938 -3.6373 -0.0147 -0.0070 0.0089
H -0.1821 4.2191 -1.9884 0.0077 0.0124 0.0010
H 0.2876 4.2944 -3.6815 -0.0021 0.0042 0.0006
H 1.9910 3.0784 -2.4750 0.0066 -0.0114 -0.0043
H 1.1227 2.1687 -0.6139 -0.0077 -0.0129 -0.0247
H 1.2188 0.7988 -1.5357 0.0266 -0.0494 -0.0109
H 1.9930 0.9558 -3.7479 -0.0301 0.0373 -0.0045
H 1.5452 2.3382 -4.7336 0.0036 0.0072 0.0011
H 0.0921 0.5860 -5.3427 0.0056 0.0035 0.0007
H 0.3720 -0.6556 -3.1938 -0.0121 0.0222 0.0034
H -1.1799 -0.6268 -3.7321 -0.0039 -0.0056 -0.0050
H -2.1670 1.4937 -4.6339 -0.0033 0.0031 -0.0057
H -1.0355 2.6166 -5.3593 -0.0040 0.0069 0.0059
C -1.3255 -6.2485 2.2434 -0.0086 -0.0100 0.0100
N -1.4553 -5.2115 1.2240 0.0213 0.0029 -0.0057
C -1.1495 -5.6900 -0.1124 -0.0015 0.0035 0.0069
C -1.0819 -3.9109 1.5200 -0.0030 0.0331 0.0056
N -0.3652 -3.1528 0.7855 -0.0040 -0.0395 0.0263
N -1.6680 -3.4685 2.7059 0.0039 0.0139 -0.0025
C -1.3816 -2.3540 3.4816 -0.0442 -0.0265 -0.0628
N -2.1759 -2.3259 4.6114 -0.0017 0.0001 0.0272
N -0.5294 -1.4643 3.1550 -0.0145 0.0132 0.0285
H -2.0751 -7.0211 2.0747 0.0011 0.0005 -0.0001
H -1.4661 -5.8386 3.2390 0.0012 -0.0076 -0.0093
H -0.3335 -6.7118 2.2062 -0.0001 0.0032 -0.0019
H -1.6991 -6.6147 -0.2786 -0.0015 0.0004 -0.0029
H -0.0814 -5.8993 -0.2506 0.0000 0.0030 -0.0001
H -1.4729 -4.9624 -0.8546 -0.0025 -0.0027 -0.0010
H 0.0459 -3.6742 0.0178 0.0140 -0.0033 0.0036
H -2.5369 -3.9266 2.9263 0.0076 0.0098 -0.0038
H -2.3756 -3.2039 5.0627 0.0013 -0.0012 -0.0112
H -1.9954 -1.5716 5.2524 -0.0056 0.0055 -0.0113
H -0.4342 -0.7763 3.8968 0.0028 0.0047 -0.0062
Br 7.7918 -1.3102 -0.4271 -0.0093 -0.0034 0.0004
C 5.9220 -1.1990 -0.6897 0.0149 0.0115 -0.0258
C 5.3825 -1.3340 -1.9552 0.0185 0.0060 -0.0054
Br 6.4848 -1.6590 -3.4562 -0.0066 -0.0022 0.0096
C 3.9925 -1.2105 -2.1111 -0.0726 0.0405 -0.0269
Br 3.1799 -1.4959 -3.8078 0.0274 -0.0413 0.0063
C 3.1303 -0.9192 -1.0593 0.0521 -0.0370 -0.0897
O 1.8278 -0.7621 -1.2245 -0.0406 0.0005 0.0861
C 3.6840 -0.8285 0.2737 0.1124 -0.0459 0.0473
O 2.9011 -0.6365 1.2857 -0.0527 -0.0217 -0.1183
C 5.0737 -0.9686 0.4005 -0.0362 0.0343 0.0729
Br 5.7461 -0.8630 2.1684 -0.0040 -0.0023 -0.0096
```
Positions in Å, forces in eV/Å.

Summary:
**Total charge**: 0
**Largest force on an atom**: 0.18 eV Å⁻¹
**Energy relative to the best compared isomer or geometry (same formula, charge and spin)**: 0.000 eV
**Molar mass**: 1010.924 g/mol
**Kohn-Sham gap**: 6.25 eV
**E_LUMO**: -0.041 eV

---

[2]
The following is a quantum chemistry calculation of a molecular structure, C5H12O at a distorted geometry, from OMol25.

```
18
Properties=species:S:1:pos:R:3:forces:R:3
C -2.3557 0.6658 -0.0491 -0.1584 -0.0264 0.0258
C -1.2321 -0.1968 -0.6185 -0.6405 -0.3056 -0.6029
C -0.4280 -1.0410 0.3064 -0.7991 -0.9840 0.1000
C 0.7897 -1.4754 -0.0806 -0.3787 -0.4302 -0.1082
O 1.5297 -0.0671 0.8004 -0.2484 2.8773 1.6049
C 2.2394 0.9301 0.1292 0.9254 1.4101 0.3741
H -2.9695 0.0723 0.6331 -0.0474 0.0808 -0.0200
H -3.0030 1.0266 -0.8599 0.1179 -0.1012 0.2090
H -2.0215 1.5622 0.5085 0.1460 -0.4794 -0.2265
H -0.6143 0.4220 -1.2953 -0.0486 -0.3968 0.2331
H -1.5884 -1.0715 -1.1613 -1.1516 0.9050 -1.1591
H 0.4758 0.2557 0.8670 2.9749 -1.2329 0.2769
H -0.8224 -1.4206 1.2378 -0.4663 -0.1579 -0.1048
H 1.3341 -2.1375 0.5539 0.1558 -0.8949 -0.0903
H 1.3426 -1.0631 -0.9288 -0.6939 -0.9604 -0.5798
H 2.4357 1.5627 1.0130 0.3813 1.1098 -1.3629
H 1.6929 1.3593 -0.7484 0.0436 0.0665 0.9525
H 3.1950 0.6162 -0.3072 -0.1120 -0.4800 0.4783
```
Positions in Å, forces in eV/Å.

Summary:
**Total charge**: 0
**Largest force on an atom**: 3.30 eV Å⁻¹
**Energy relative to the best compared isomer or geometry (same formula, charge and spin)**: 5.039 eV
**Molar mass**: 88.150 g/mol
**Kohn-Sham gap**: 8.06 eV
**E_LUMO**: 0.964 eV

---

[3]
The following is a quantum chemistry calculation of a molecular structure, C14H31KN12O3S2 at a distorted geometry, from OMol25.

```
63
Properties=species:S:1:pos:R:3:forces:R:3
K 0.1948 0.1430 -1.3380 -1.6405 -0.4564 2.4587
N 0.6731 0.2371 2.1584 0.2853 0.9818 0.3736
C 0.0354 -0.1923 3.4651 0.3398 0.1979 -0.2426
C 0.1320 -1.7089 3.5375 -0.1283 -0.0903 0.3362
C -0.6944 -2.3802 2.4417 0.0317 -0.1511 0.0684
N -0.0251 -2.1135 1.1553 -0.1719 -0.1923 -0.4356
C -2.1313 -1.8626 2.4421 -0.0107 -0.0094 0.0373
C -2.3056 -0.3443 2.4844 -0.1094 0.1323 -0.0532
N -2.0093 0.2977 1.1833 -0.0827 -0.0486 -0.2376
C -1.4044 0.2880 3.5363 -0.0287 -0.1011 0.2969
H 1.6833 0.4302 2.2152 -0.1387 -0.0532 0.0340
H 0.2222 1.0613 1.7502 0.0539 -0.1185 0.1733
H 0.5116 -0.5468 1.4905 -0.0694 -0.5554 -0.4412
H 0.6180 0.2673 4.2620 -0.0289 -0.0008 0.0404
H -0.2308 -2.0104 4.5225 -0.0208 -0.0551 -0.0376
H 1.1712 -2.0416 3.4838 0.0403 0.0445 -0.0319
H -0.7364 -3.4549 2.6432 0.0129 0.0412 -0.0056
H -0.6350 -2.3052 0.3660 0.0175 -0.0581 0.0329
H 0.7709 -2.7280 1.0160 0.0561 -0.0025 0.0757
H -2.6232 -2.2692 3.3290 0.0233 0.0131 0.0073
H -2.6778 -2.2831 1.5934 -0.0037 0.0178 -0.0602
H -3.3452 -0.1532 2.7691 0.0256 -0.0086 0.0133
H -2.4710 1.2035 1.1540 0.0285 -0.0324 0.0425
H -2.4527 -0.2306 0.4381 -0.0005 -0.0214 -0.0316
H -1.7674 0.0275 4.5330 -0.0408 0.0060 0.0006
H -1.4562 1.3791 3.4764 0.0285 0.0118 -0.0344
N 0.1819 3.5489 0.7511 -0.0193 0.1569 -0.0334
N 0.2535 4.4564 -0.3207 -0.0417 -0.0323 0.1777
C 0.3243 4.0532 -1.6166 -0.0421 -0.0347 0.3137
N 0.3175 5.0314 -2.5138 0.0027 0.0033 -0.1852
N 0.3978 2.7328 -1.8121 0.1547 0.4496 -0.6763
N 0.5431 2.3150 -3.1262 0.1862 -0.2485 0.5761
O 0.7447 1.1123 -3.2397 0.5361 0.7926 -1.8189
O 0.4643 3.0419 -4.0802 -0.1374 0.6783 -0.6792
H -0.7767 3.5144 1.0927 0.1053 0.0469 -0.0231
H 0.7692 3.9133 1.4965 -0.0663 -0.0448 -0.0800
H 0.0239 5.4244 -0.1391 -0.0011 -0.1212 -0.0286
H 0.3077 5.9962 -2.2279 0.0275 -0.0166 -0.0013
H 0.3546 4.7917 -3.4959 -0.0035 0.0589 0.1555
N -1.2174 -3.0173 -2.9437 -0.1214 0.0068 0.0080
C 0.1398 -2.8971 -2.8588 -0.0035 0.0023 0.1426
N 0.7301 -2.1957 -1.9251 0.3698 -0.7212 -0.2862
C 2.1112 -2.2463 -2.0929 0.0478 0.2103 0.2815
C 2.5381 -3.0001 -3.1304 -0.0252 -0.0514 -0.0189
S 1.1993 -3.6852 -3.9606 0.0783 -0.0918 -0.1063
C 3.0129 -1.4764 -1.1983 -0.3195 -0.1559 -0.1967
C 4.3537 -1.6671 -1.1298 -0.0583 -0.0458 0.1201
S 5.0656 -0.5151 -0.0842 0.2447 -0.0408 -0.0515
C 3.5193 0.1465 0.1979 -0.1537 0.1496 0.2682
N 2.5270 -0.4415 -0.3994 0.5736 -0.3251 -0.2546
N 3.3115 1.2411 1.0502 -0.0370 0.0617 0.0084
H -1.7499 -2.2226 -2.6157 -0.0066 0.0033 0.0100
H -1.6016 -3.4613 -3.7622 0.0520 -0.0078 0.0082
H 3.5430 -3.1758 -3.4689 0.0634 -0.0125 -0.0240
H 4.9474 -2.4215 -1.6132 0.0499 -0.0494 -0.0208
H 4.1687 1.6211 1.4311 -0.0098 -0.0040 0.0013
H 2.7954 1.9754 0.5746 0.0018 -0.0286 0.0322
C -4.0178 -0.2812 -1.9449 -0.0259 -0.0062 -0.0106
O -2.6341 -0.1595 -2.3005 0.1978 -0.0671 -0.0353
H -4.5781 -0.8163 -2.7103 -0.0256 0.0032 -0.0079
H -4.4672 0.6981 -1.7798 -0.0294 -0.0047 0.0053
H -4.0626 -0.8592 -1.0239 -0.0341 -0.0028 0.0119
H -2.5871 0.2153 -3.1879 0.0012 -0.0019 0.0386
```
Positions in Å, forces in eV/Å.

Summary:
**Total charge**: +2
**Largest force on an atom**: 2.99 eV Å⁻¹
**Molar mass**: 518.715 g/mol
**Kohn-Sham gap**: 7.87 eV
**E_LUMO**: -4.913 eV